13
Properties=species:S:1:pos:R:3:forces:R:3 method="wB97M-V/def2-TZVPD" e_tot_ha=-286.4628 orbital_gap_ev=10.55 lumo_energy_ev=0.942 e_homo_ha=-0.3532 fmax_ha_per_bohr=0.02118 e_above_lowest_kcal_mol=105.9
C -0.73081 -0.66457 -1.27057 -0.013 -0.001 -0.045
C 0.36918 -0.36402 -0.26781 -0.091 0.256 -0.053
C 0.75772 1.00449 -0.05899 -0.101 0.032 0.130
N -0.39040 1.19412 1.69462 0.075 -1.057 0.254
C -0.36519 0.06267 2.04760 -0.048 0.933 -0.243
O 0.50695 -1.13829 0.76338 0.032 0.086 -0.021
H -0.68869 -1.72221 -1.54283 -0.023 0.165 0.029
H -1.69935 -0.46628 -0.79615 0.169 -0.041 -0.051
H -0.65160 -0.05462 -2.17810 -0.003 -0.102 0.174
H 1.39696 -0.09627 -0.89512 0.105 -0.238 -0.116
H 1.62334 1.18479 0.56703 -0.131 -0.031 -0.047
H 0.48799 1.77292 -0.78111 -0.002 -0.109 0.107
H -0.58850 -0.72634 2.74252 0.031 0.105 -0.117

---

127
Properties=species:S:1:pos:R:3:forces:R:3 method="wB97M-V/def2-TZVPD" e_tot_ha=-5052.1065 orbital_gap_ev=5.65 lumo_energy_ev=1.608 e_homo_ha=-0.1486 fmax_ha_per_bohr=0.12297 total_charge=-1
C -2.21180 2.60821 3.70135 -1.664 0.406 0.157
O -1.67640 3.54394 2.74460 0.908 -1.547 -0.093
B -0.31160 3.19101 2.34282 -1.967 -0.735 -0.495
O -0.18717 2.30923 1.19170 -0.400 1.754 0.206
B 0.94782 3.87785 3.20741 -0.698 -0.180 -0.584
N 1.69775 2.85841 4.13297 -2.249 -5.910 0.027
C 1.16165 1.70585 4.07507 1.459 0.289 0.105
O 0.77486 0.52833 4.03922 0.981 5.117 -0.067
B 2.07981 4.39957 2.09586 1.671 0.714 -0.723
N 3.53381 4.43238 2.55757 -0.510 -0.395 -2.350
O 1.82939 4.78379 0.71993 0.048 0.745 1.253
N 0.38914 4.97452 4.13699 -0.269 2.863 0.343
C 1.09293 5.06591 5.44728 0.067 1.735 1.139
C 0.28084 6.27044 3.49930 1.810 1.884 0.742
C -0.92033 6.68072 2.49541 -0.219 -0.910 0.056
O 1.11407 7.21033 3.72973 -2.671 -2.696 -0.420
H -3.15455 3.10725 4.14692 1.424 -0.707 -0.597
H -1.52997 2.38537 4.58601 -0.563 0.139 -1.287
H -2.60292 1.66038 3.17471 0.925 1.118 0.884
H -0.19819 2.92317 0.41590 0.160 -0.921 0.618
H 3.87665 3.46670 2.36503 -0.121 0.712 0.736
H 4.05903 5.01533 1.87259 -0.277 -0.452 0.496
H 1.00781 5.30415 0.61923 0.471 -0.691 0.158
H 0.74975 6.05623 5.93571 0.556 -1.443 -0.695
H 2.23462 5.15660 5.36726 -1.572 -0.442 0.106
H 0.76903 4.25073 6.19457 0.626 0.938 -1.567
H -0.95271 7.81658 2.36315 0.253 -1.691 0.477
H -0.78323 6.24176 1.44685 -0.085 0.411 1.400
H -1.92935 6.26842 2.86963 1.639 0.628 -0.527
C -3.39600 -0.10128 -3.48159 0.124 0.352 -0.509
C -2.76824 0.40924 -2.19853 -0.506 -0.565 0.039
O -1.80309 1.43965 -2.46626 0.257 1.073 -0.224
C -2.30091 2.65120 -2.77391 -1.194 -1.567 0.494
O -3.47523 2.90910 -2.83613 0.941 0.391 -0.107
C -1.17205 3.65136 -2.99918 1.305 1.352 -0.101
F -0.22409 3.17656 -3.83614 -0.479 -0.155 0.184
F -0.54488 3.96699 -1.84935 -0.429 -0.380 -0.185
F -1.60002 4.81036 -3.52918 -0.269 -0.688 0.176
H -2.62259 -0.43935 -4.17697 0.017 -0.075 0.118
H -4.07357 -0.92171 -3.27819 0.570 0.554 -0.445
H -3.95710 0.68481 -3.99290 -0.006 -0.036 0.151
H -2.22902 -0.40560 -1.70965 0.213 0.320 -0.024
H -3.52119 0.76519 -1.49069 0.151 0.186 -0.173
C 0.44555 2.10104 -6.85215 0.074 -0.148 -0.392
C 1.63554 2.03086 -5.91421 -0.646 0.529 0.238
O 2.52071 0.95789 -6.28045 0.922 -0.384 -0.671
C 3.30310 1.17625 -7.35337 -1.248 1.403 0.653
O 3.29883 2.18996 -8.00217 0.453 -0.915 0.101
C 4.21185 -0.02150 -7.61022 1.102 -1.436 -0.437
F 3.53663 -1.18976 -7.60876 -0.130 0.531 0.086
F 5.17271 -0.13219 -6.67017 -0.448 0.358 -0.073
F 4.84215 0.05198 -8.79529 -0.478 0.383 0.432
H -0.07178 1.13856 -6.88504 -0.027 0.078 0.160
H -0.25514 2.87215 -6.52964 0.070 -0.064 0.070
H 0.75635 2.32747 -7.87479 0.012 0.092 0.139
H 1.28715 1.81728 -4.90186 0.309 -0.266 -0.149
H 2.17788 2.97964 -5.87350 0.087 -0.194 -0.183
C 1.39837 -1.74856 5.00673 -0.114 -0.711 0.255
C 2.07553 -2.69481 5.98004 0.442 0.681 -0.580
O 1.11336 -3.54383 6.63549 -0.672 -1.209 0.101
C 0.62268 -4.55434 5.89791 1.442 1.443 -0.709
O 0.93499 -4.77856 4.75688 -0.578 -0.484 0.780
C -0.35665 -5.39136 6.71412 -1.274 -0.707 0.946
F -1.27471 -4.63790 7.35190 0.453 0.023 -0.350
F 0.27024 -6.11524 7.66595 0.181 0.286 -0.391
F -1.04529 -6.26869 5.95835 0.688 0.891 0.197
H 0.62554 -1.16940 5.51315 0.267 -0.003 0.028
H 2.12187 -1.06689 4.56488 -0.029 -0.155 0.168
H 0.90548 -2.29436 4.19887 0.175 0.050 0.014
H 2.56883 -2.11641 6.76474 -0.271 -0.269 0.159
H 2.84746 -3.29721 5.49184 -0.259 -0.161 0.044
C -2.11137 -8.24626 4.59065 -0.239 -0.009 -0.387
C -2.07761 -9.55491 3.82459 0.463 0.183 0.663
O -3.12260 -9.60658 2.83693 -0.388 0.126 -1.053
C -2.91573 -8.87860 1.72334 1.390 -0.014 1.426
O -1.93563 -8.21125 1.52116 -0.898 -0.364 -0.431
C -4.07665 -9.04334 0.74758 -1.388 -0.046 -1.165
F -5.27645 -8.87249 1.34053 0.518 0.002 0.141
F -4.09442 -10.27308 0.19244 0.326 0.243 0.377
F -4.02678 -8.16522 -0.26914 0.365 -0.203 0.596
H -3.09808 -8.08970 5.03431 0.089 -0.129 0.088
H -1.36178 -8.24239 5.37887 -0.111 -0.246 -0.146
H -1.92179 -7.39476 3.93419 0.131 -0.159 0.066
H -2.25688 -10.38335 4.51398 -0.257 -0.009 -0.312
H -1.10298 -9.72912 3.35991 -0.195 0.146 -0.162
C 2.44909 -1.13740 -3.77308 0.207 0.285 0.079
C 1.61243 -1.56245 -2.58204 -0.204 -0.216 -0.652
O 2.25983 -1.23041 -1.34647 0.126 0.586 0.675
C 2.21376 0.07179 -1.00070 -0.870 -0.342 -1.452
O 1.67980 0.92722 -1.65830 0.528 -0.267 0.740
C 2.89770 0.30150 0.34149 0.588 0.520 2.028
F 4.11932 -0.27330 0.40569 -0.289 -0.027 -0.485
F 2.18338 -0.20828 1.36079 -0.011 -0.034 -0.720
F 3.07597 1.60314 0.61077 -0.205 -0.416 -0.631
H 3.45033 -1.57193 -3.71412 -0.121 -0.118 -0.035
H 1.97837 -1.45094 -4.70625 0.020 -0.020 0.053
H 2.57714 -0.05341 -3.80232 -0.130 -0.126 -0.016
H 1.49202 -2.64835 -2.59160 0.139 0.124 0.323
H 0.60910 -1.12765 -2.61565 0.183 0.156 0.116
C -8.54586 -5.09102 -1.08152 -0.075 0.412 -0.030
C -7.08187 -5.47519 -1.18213 -0.502 -0.519 0.339
O -6.33461 -4.48565 -1.90871 0.574 0.878 -0.056
C -6.05553 -3.35161 -1.23797 -0.957 -1.387 0.958
O -6.39006 -3.13522 -0.10319 0.519 0.352 -0.836
C -5.23427 -2.40106 -2.10309 0.800 1.212 -0.826
F -5.76406 -2.23433 -3.33329 -0.264 -0.418 0.494
F -3.97475 -2.84942 -2.28819 -0.496 -0.391 0.404
F -5.12682 -1.16793 -1.56620 -0.672 -1.059 0.518
H -8.96369 -4.91582 -2.07614 0.034 -0.171 0.034
H -9.11839 -5.87728 -0.58727 0.080 -0.015 -0.055
H -8.67742 -4.16563 -0.51624 0.063 -0.161 0.051
H -6.98960 -6.40971 -1.74018 0.225 0.289 -0.142
H -6.63691 -5.64389 -0.19752 0.015 0.252 -0.111
C 3.80817 4.39540 -1.83606 0.003 0.362 -0.071
C 5.26470 3.97646 -1.88458 -0.698 -0.513 0.338
O 6.06019 4.93745 -2.60297 0.725 0.926 -0.079
C 6.34686 6.07502 -1.94279 -1.108 -1.444 0.920
O 5.98432 6.31988 -0.82250 0.625 0.360 -0.804
C 7.21726 6.98995 -2.79833 0.870 1.213 -0.963
F 6.72854 7.14782 -4.04613 -0.109 -0.278 0.442
F 8.47035 6.50653 -2.93532 -0.421 -0.190 0.243
F 7.33823 8.22388 -2.27883 -0.287 -0.666 0.129
H 3.42585 4.56468 -2.84682 0.057 -0.180 -0.017
H 3.20171 3.63105 -1.34835 0.045 0.064 0.012
H 3.67994 5.33166 -1.28948 -0.001 -0.234 0.113
H 5.35216 3.03086 -2.42546 0.257 0.272 -0.159
H 5.67407 3.81289 -0.88358 0.009 0.268 -0.097